1.
Entry from the Open Molecules 2025 dataset: 14 unconnected molecules or ions with the total composition C54H101N5O25S7 in a non-equilibrium geometry (the ωB97M-V functional and the def2-TZVPD basis).

Properties
Relative energy (zero: lowest compared OMol25 entry of this formula, charge and spin) = 1.210 eV
LUMO energy = 0.2 eV
Frontier orbital gap = 9.3 eV
HOMO energy = -9.050 eV

ORCA input file:
```
! wB97M-V def2-TZVPD RIJCOSX def2/J DEFGRID3
* xyz 0 1
C 1.324 2.098 1.506
O 0.450 1.143 2.147
C 0.771 -0.199 1.935
C 0.534 -0.675 0.565
O -0.786 -0.344 0.258
C -1.145 -0.873 -1.079
H 1.043 2.230 0.459
H 2.383 1.759 1.609
H 1.279 3.059 2.020
H 0.162 -0.777 2.656
H 1.816 -0.404 2.153
H 0.608 -1.784 0.574
H 1.191 -0.300 -0.218
H -0.992 -1.960 -1.118
H -0.594 -0.348 -1.895
H -2.205 -0.683 -1.138
C 5.973 -0.233 -1.670
O 5.564 1.052 -1.297
C 4.171 1.349 -1.568
C 3.603 0.907 -2.847
O 4.384 1.490 -3.901
C 3.812 1.180 -5.208
H 6.956 -0.345 -1.184
H 6.142 -0.245 -2.740
H 5.305 -1.054 -1.411
H 4.126 2.432 -1.552
H 3.608 1.000 -0.667
H 2.546 1.126 -2.906
H 3.571 -0.201 -2.898
H 2.765 1.415 -5.098
H 3.832 0.113 -5.479
H 4.283 1.834 -5.920
O -5.032 -2.417 3.171
S -5.331 -2.580 1.750
O -4.814 -3.706 1.028
O -6.877 -2.592 1.574
C -7.803 -1.923 2.506
C -8.811 -2.834 3.202
C -4.969 -1.038 0.845
H -8.306 -1.165 1.837
H -7.176 -1.388 3.259
H -9.337 -3.397 2.438
H -9.434 -2.253 3.899
H -8.309 -3.527 3.883
H -5.255 -1.229 -0.175
H -3.879 -0.852 0.916
H -5.521 -0.219 1.343
O 0.774 -5.921 1.092
S 0.175 -4.697 1.539
O -0.447 -3.889 0.460
O -0.985 -5.185 2.435
C -1.962 -4.219 2.906
C -2.242 -4.442 4.390
C 1.193 -3.850 2.531
H -2.871 -4.387 2.321
H -1.628 -3.179 2.649
H -1.533 -4.101 5.118
H -2.387 -5.514 4.599
H -3.163 -3.918 4.632
H 0.715 -3.094 3.128
H 1.885 -3.337 1.894
H 1.751 -4.558 3.161
O 2.996 4.668 0.250
S 3.926 5.588 0.796
O 3.413 6.881 1.115
O 4.491 5.102 2.133
C 4.857 3.760 2.516
C 6.305 3.627 2.741
C 5.210 5.792 -0.226
H 4.522 3.123 1.651
H 4.282 3.504 3.353
H 6.909 4.150 1.958
H 6.599 2.583 2.738
H 6.597 4.133 3.710
H 5.924 6.549 0.120
H 4.789 6.090 -1.179
H 5.782 4.834 -0.407
O 3.030 -3.214 0.000
S 2.639 -3.367 -1.365
O 1.897 -2.262 -1.904
O 3.976 -3.382 -2.144
C 3.967 -3.177 -3.538
C 5.391 -3.406 -4.076
C 1.876 -4.885 -1.658
H 3.653 -2.167 -3.668
H 3.218 -3.784 -4.020
H 5.450 -3.263 -5.133
H 5.764 -4.389 -3.828
H 6.022 -2.623 -3.593
H 2.243 -5.243 -2.642
H 0.798 -4.765 -1.590
H 2.257 -5.514 -0.842
O -0.354 -1.597 6.983
S 0.230 -1.178 5.723
O 1.346 -1.882 5.183
O -0.899 -1.432 4.684
C -2.254 -0.809 4.728
C -2.493 0.109 3.517
C 0.512 0.471 5.713
H -2.310 -0.323 5.715
H -2.954 -1.670 4.728
H -2.126 1.131 3.575
H -3.568 0.284 3.414
H -2.082 -0.365 2.620
H -0.366 1.052 6.014
H 0.849 0.875 4.772
H 1.238 0.604 6.489
O -2.735 -7.098 -3.881
S -2.120 -6.538 -2.732
O -0.766 -6.025 -2.858
O -3.028 -5.418 -2.283
C -2.577 -4.109 -1.898
C -3.806 -3.238 -2.250
C -2.222 -7.533 -1.295
H -1.733 -3.853 -2.569
H -2.182 -4.049 -0.890
H -3.539 -2.171 -2.202
H -4.637 -3.567 -1.647
H -4.040 -3.333 -3.294
H -1.625 -7.144 -0.488
H -1.864 -8.506 -1.609
H -3.270 -7.646 -1.048
O -1.361 7.376 3.978
S -0.480 6.697 3.127
O -0.353 5.288 3.276
O -0.881 7.046 1.635
C -0.280 6.295 0.591
C 0.320 7.234 -0.460
C 1.127 7.596 3.201
H -1.061 5.684 0.202
H 0.482 5.634 1.023
H 1.067 7.792 0.019
H -0.483 7.867 -0.794
H 0.739 6.692 -1.261
H 1.832 7.173 2.483
H 1.437 7.502 4.245
H 0.780 8.609 2.986
N -0.478 2.409 -3.610
C -0.312 2.964 -2.421
C 0.817 3.683 -2.137
C 1.721 4.004 -3.160
C 1.445 3.569 -4.438
C 0.302 2.806 -4.620
H -1.035 2.709 -1.648
H 1.140 3.921 -1.111
H 2.571 4.655 -2.918
H 2.127 3.703 -5.254
H 0.082 2.433 -5.580
N -3.736 2.555 0.067
C -2.546 2.448 0.678
C -2.219 3.279 1.774
C -3.103 4.180 2.262
C -4.340 4.247 1.569
C -4.620 3.435 0.511
H -1.721 1.801 0.367
H -1.182 3.317 2.120
H -2.803 4.976 2.931
H -5.061 5.033 1.807
H -5.542 3.551 -0.076
N -1.572 -1.401 -6.139
C -1.792 -2.679 -6.019
C -1.230 -3.465 -5.018
C -0.275 -2.902 -4.174
C 0.017 -1.536 -4.366
C -0.646 -0.845 -5.352
H -2.510 -3.142 -6.736
H -1.627 -4.452 -4.893
H 0.230 -3.456 -3.360
H 0.845 -1.072 -3.824
H -0.343 0.174 -5.586
N -5.983 0.001 -2.798
C -4.969 0.714 -2.431
C -3.862 1.097 -3.227
C -3.798 0.614 -4.538
C -4.913 -0.147 -4.982
C -5.970 -0.377 -4.086
H -4.968 1.138 -1.429
H -3.078 1.695 -2.735
H -2.880 0.914 -5.092
H -5.105 -0.441 -6.026
H -6.834 -0.914 -4.404
N 4.476 0.647 2.232
C 4.034 0.585 3.466
C 3.935 -0.585 4.213
C 4.334 -1.734 3.629
C 4.816 -1.709 2.307
C 4.959 -0.481 1.655
H 3.577 1.516 3.831
H 3.519 -0.549 5.248
H 4.387 -2.674 4.188
H 5.178 -2.605 1.835
H 5.353 -0.430 0.647
*
```

---

2.
Entry from the Open Molecules 2025 dataset: 16 unconnected molecules or ions with the total composition C54H110N6O30 in a non-equilibrium geometry (the ωB97M-V functional and the def2-TZVPD basis).

Properties
Relative energy (zero: lowest compared OMol25 entry of this formula, charge and spin) = 0.000 eV
LUMO energy = 0.3 eV
Frontier orbital gap = 9.5 eV
HOMO energy = -9.182 eV

ORCA input file:
```
! wB97M-V def2-TZVPD RIJCOSX def2/J DEFGRID3
* xyz 0 1
C -6.149 -3.626 -4.146
O -5.841 -2.349 -3.677
C -6.897 -1.388 -3.758
C -6.531 -0.198 -2.849
O -5.685 0.845 -3.347
C -4.499 0.359 -3.953
C -3.725 1.621 -4.386
O -4.404 2.221 -5.486
C -3.803 3.479 -5.820
H -7.061 -4.014 -3.681
H -5.366 -4.317 -3.830
H -6.208 -3.689 -5.237
H -7.846 -1.825 -3.440
H -6.904 -1.121 -4.819
H -6.032 -0.454 -1.909
H -7.463 0.243 -2.490
H -4.744 -0.145 -4.891
H -3.853 -0.325 -3.398
H -2.722 1.278 -4.672
H -3.470 2.300 -3.570
H -4.390 3.998 -6.578
H -2.785 3.341 -6.188
H -3.892 4.116 -4.938
C 10.204 -4.002 2.989
O 9.339 -3.808 4.098
C 8.362 -2.789 3.932
C 7.519 -2.593 5.151
O 6.986 -3.726 5.805
C 6.283 -4.681 5.042
C 4.790 -4.279 5.058
O 4.593 -3.081 4.313
C 3.315 -2.522 4.483
H 9.590 -4.041 2.083
H 10.680 -4.979 3.036
H 10.929 -3.188 2.933
H 7.828 -2.994 2.996
H 8.884 -1.857 3.683
H 6.670 -1.950 4.899
H 8.071 -1.985 5.869
H 6.333 -5.584 5.656
H 6.813 -4.898 4.113
H 4.557 -4.028 6.096
H 4.112 -5.049 4.677
H 2.485 -3.217 4.655
H 2.976 -1.955 3.616
H 3.345 -1.900 5.384
C -1.333 -0.353 2.823
O -0.008 -0.837 2.835
C 0.573 -1.032 1.574
C 1.167 0.159 0.846
O 0.176 1.145 0.599
C 0.643 2.292 -0.100
C 0.223 2.212 -1.553
O 0.994 1.164 -2.110
C 0.593 0.848 -3.418
H -1.496 0.218 3.739
H -2.169 -1.056 2.759
H -1.529 0.371 2.028
H -0.184 -1.321 0.838
H 1.327 -1.801 1.733
H 1.702 -0.169 -0.047
H 1.898 0.610 1.531
H 1.690 2.582 0.013
H 0.187 3.159 0.389
H 0.563 3.146 -2.011
H -0.866 2.171 -1.480
H 0.516 1.749 -4.033
H -0.431 0.459 -3.389
H 1.217 0.089 -3.884
C -2.843 6.642 4.540
O -1.585 7.127 4.102
C -0.513 6.260 4.444
C 0.018 5.457 3.249
O -0.729 4.305 2.818
C -1.709 4.610 1.817
C -2.647 3.410 1.687
O -2.899 3.247 0.303
C -3.742 2.159 -0.010
H -3.586 7.413 4.333
H -2.917 6.529 5.626
H -3.138 5.702 4.069
H -0.585 5.653 5.347
H 0.274 6.993 4.653
H 1.009 5.151 3.591
H 0.076 6.091 2.361
H -1.129 4.666 0.894
H -2.320 5.489 2.018
H -3.579 3.622 2.223
H -2.242 2.503 2.146
H -4.689 2.302 0.517
H -3.319 1.194 0.288
H -3.889 2.097 -1.085
C -3.177 -3.348 4.492
O -3.255 -4.271 3.402
C -2.351 -5.229 3.259
O -1.379 -5.366 3.975
O -2.589 -6.004 2.211
C -3.739 -5.917 1.358
H -3.970 -2.603 4.476
H -2.337 -2.700 4.230
H -3.108 -3.814 5.468
H -4.587 -6.469 1.757
H -3.390 -6.347 0.422
H -4.006 -4.874 1.191
C 3.019 -0.277 -6.445
O 2.350 -0.329 -7.684
C 2.922 0.279 -8.706
O 3.954 0.909 -8.675
O 2.250 -0.012 -9.814
C 2.900 -0.101 -11.041
H 4.043 -0.651 -6.484
H 2.556 -0.912 -5.688
H 2.985 0.702 -5.964
H 3.338 0.843 -11.363
H 2.248 -0.546 -11.791
H 3.679 -0.869 -10.978
C -5.936 -0.508 5.122
O -4.801 0.227 4.745
C -4.270 1.183 5.465
O -4.663 1.563 6.548
O -3.224 1.688 4.822
C -2.331 2.534 5.542
H -5.642 -1.348 5.753
H -6.460 -0.953 4.277
H -6.678 0.112 5.626
H -2.867 3.422 5.880
H -1.607 2.903 4.818
H -1.840 1.980 6.339
C -2.461 -0.396 -7.865
O -2.585 -0.525 -6.459
C -1.499 -0.930 -5.759
O -0.333 -0.674 -5.990
O -1.944 -1.750 -4.838
C -1.044 -2.311 -3.894
H -1.511 -0.134 -8.333
H -3.183 0.293 -8.305
H -2.722 -1.318 -8.394
H -1.348 -3.277 -3.503
H -0.968 -1.565 -3.103
H -0.044 -2.436 -4.307
C -0.028 -1.196 6.136
O -0.290 -2.405 6.829
C -1.526 -2.657 7.225
O -2.487 -1.922 7.026
O -1.456 -3.718 7.980
C -2.579 -4.068 8.765
H -0.913 -0.830 5.616
H 0.873 -1.230 5.532
H 0.073 -0.405 6.886
H -2.592 -3.476 9.680
H -2.399 -5.078 9.138
H -3.537 -4.130 8.254
C 3.579 2.653 -3.482
O 3.676 2.652 -4.904
C 4.376 3.632 -5.515
O 5.007 4.491 -4.970
O 4.275 3.452 -6.832
C 5.293 3.973 -7.712
H 4.543 2.747 -2.985
H 3.128 1.680 -3.306
H 2.929 3.437 -3.091
H 5.409 5.042 -7.527
H 4.831 3.781 -8.675
H 6.281 3.550 -7.544
C 1.298 2.230 3.995
C 1.002 2.952 5.249
N 0.874 3.492 6.256
H 1.751 2.848 3.221
H 0.412 1.790 3.538
H 2.009 1.436 4.224
C 0.400 4.160 -5.425
C -0.599 4.133 -4.362
N -1.403 4.134 -3.541
H 0.637 3.135 -5.706
H 1.271 4.712 -5.072
H 0.008 4.670 -6.304
C 3.212 5.315 -0.494
C 3.836 4.003 -0.339
N 4.305 2.958 -0.317
H 2.993 5.760 0.476
H 2.296 5.257 -1.081
H 3.873 5.997 -1.030
C 4.256 -1.420 -3.386
C 2.917 -1.841 -2.982
N 1.869 -2.200 -2.668
H 4.390 -0.399 -3.738
H 4.560 -2.018 -4.252
H 5.051 -1.719 -2.705
C 1.058 -6.920 2.251
C 0.966 -5.484 1.943
N 0.841 -4.368 1.676
H 0.102 -7.245 2.664
H 1.768 -7.284 2.994
H 1.294 -7.419 1.311
C -2.088 -2.866 0.212
C -3.431 -2.449 0.661
N -4.497 -2.119 0.955
H -1.406 -2.931 1.060
H -1.648 -2.044 -0.353
H -2.202 -3.777 -0.370
*
```